1.
This record from OMol25 describes a 10-piece molecular cluster, C60H135N5O10 overall in a non-equilibrium geometry. The level of theory is ωB97M-V/def2-TZVPD.

The geometry in XYZ format:
```
210
Properties=species:S:1:pos:R:3:mulliken_charge:R:1
H -0.959 -3.705 4.241 0.085
H -6.973 -1.929 3.222 0.306
H -0.583 -5.357 7.055 0.366
H -0.230 -6.308 1.146 0.510
H 0.750 -1.949 6.840 0.184
H -3.181 -1.499 1.853 -0.476
H -0.692 1.515 6.942 0.416
H 0.114 -0.547 3.860 -1.143
H -4.452 6.816 -3.662 0.246
H 2.334 -4.193 -2.377 0.560
C -4.328 3.975 -2.754 -1.541
H -3.750 -3.261 -1.945 0.476
C -2.083 2.930 -2.978 -2.011
H 5.345 -0.445 -7.785 0.391
C 2.477 -0.011 -5.556 2.107
C -4.269 -1.392 1.967 -0.521
H 2.444 -0.561 5.387 -0.358
H -0.774 7.599 -2.826 0.437
H -1.829 -3.668 5.761 0.455
C -0.503 -6.051 0.121 -1.060
H -2.810 5.351 0.871 0.457
C 4.329 -0.625 -8.124 -1.714
H -2.208 2.816 -4.060 0.516
C 0.221 -5.964 -3.055 -1.883
O 6.182 2.094 0.132 -0.483
H 0.817 -1.273 -6.067 -0.038
H 2.313 -1.952 -4.803 -0.105
C -3.054 5.394 -0.192 -0.545
H -4.406 -1.455 3.046 0.522
H 1.265 1.437 5.572 0.013
C 5.595 0.317 -1.369 -0.977
N -1.080 -4.121 -1.938 1.230
H -1.494 2.060 2.459 0.130
H 2.266 0.443 -0.164 -0.621
C -1.764 -5.182 0.108 -1.084
H -0.178 -2.432 0.096 -0.156
H 6.746 -1.043 4.311 0.275
H -0.373 -1.069 -1.957 0.085
H -1.578 0.014 -1.085 -0.460
H -4.879 6.720 -1.905 0.319
H 1.615 1.687 -8.264 0.360
C 3.519 0.701 -7.803 1.296
O 0.445 -2.820 7.154 -0.738
H -6.763 -2.557 1.641 0.291
C 0.265 0.894 2.193 2.611
O -2.264 5.362 -4.340 -0.451
C 4.954 -1.529 5.351 0.752
H 5.142 0.756 -5.731 0.330
C 0.585 -5.263 -0.621 -1.176
C 1.775 1.002 2.495 -1.381
C 6.141 -1.934 4.466 -1.465
H -1.960 8.055 -3.969 0.393
H 1.466 -5.913 -0.688 0.544
H -2.286 -6.875 -1.759 0.309
H -4.063 -0.544 -0.664 -0.513
C 2.117 0.731 -8.407 -1.190
H -4.915 4.750 -2.273 0.351
H -1.326 6.698 -0.744 0.437
N -2.270 5.397 -2.929 0.085
C 1.260 -0.409 -7.848 -0.861
H -1.439 -0.290 2.946 0.439
H -1.505 4.040 -0.711 0.222
C -2.243 -4.730 -1.283 1.713
H 3.851 -1.535 -7.776 0.416
H -2.991 3.230 -0.395 -0.645
H -3.179 5.484 -4.647 0.357
H 1.086 2.133 -0.098 0.125
H 3.929 2.827 -8.132 0.401
H -1.011 2.828 -2.815 0.446
C -7.374 -1.850 2.207 -1.739
C -2.746 -5.951 -2.102 -1.629
C -1.841 7.805 -2.905 -2.021
O 0.138 2.085 0.127 -0.066
H 0.205 -5.748 5.578 0.359
C 5.829 1.824 -1.226 0.452
H 0.941 -4.445 0.008 0.304
H 3.721 2.104 -0.902 0.181
H -0.913 0.396 5.588 0.184
H -4.592 -2.271 1.405 -0.287
N -6.121 0.336 1.840 0.516
O 4.413 1.399 -5.660 -0.435
C -7.352 -0.473 1.605 1.707
H -2.557 1.998 -2.651 0.178
H 5.750 1.826 5.398 0.127
H 4.743 -3.503 6.213 0.511
H 3.771 -1.893 -5.724 0.254
H 1.331 -2.833 -2.051 -0.170
H 3.575 -3.135 4.950 0.200
O 4.137 -0.543 4.716 0.319
C 4.509 3.104 3.437 -1.037
H 3.706 -1.018 -4.148 0.202
H -0.642 -7.030 -0.348 0.379
C 3.159 -1.304 -5.043 -0.867
H 4.641 3.620 -1.299 0.571
H -4.412 4.155 -3.828 0.379
C 5.869 2.441 3.369 0.754
H 5.361 1.849 -8.133 0.366
H 4.628 4.197 3.492 0.521
C 0.294 -5.105 6.457 -1.651
O 5.648 1.096 2.893 -0.334
H 1.658 1.688 -4.752 0.693
H 3.921 2.996 4.352 0.242
H 4.157 2.437 -2.542 0.144
C -8.596 0.318 1.967 -2.024
H 1.604 1.927 7.822 0.450
H 1.803 0.232 8.333 0.295
H -4.104 -4.160 -0.408 0.614
H -1.565 -4.378 0.821 -0.107
H -4.166 1.961 1.078 0.942
H 1.247 -6.265 -3.282 0.432
H -0.092 0.692 -1.830 0.212
H 2.181 1.891 2.010 0.545
C -2.403 6.585 -0.878 -1.460
H 1.198 -5.326 7.027 0.394
C -3.342 -3.713 -1.041 -1.820
C -0.359 -1.536 0.697 0.577
H 6.075 3.039 0.288 0.239
H -1.694 -3.825 -3.736 0.304
C -0.357 0.570 6.515 -1.489
H -6.459 1.664 3.164 0.348
H -8.712 1.222 1.370 0.363
H 5.544 1.145 1.930 0.052
H -8.486 0.596 3.023 0.502
H 6.534 3.378 5.152 0.409
H 6.616 2.223 -1.873 0.304
H -2.170 8.741 -2.450 0.424
H -0.355 -6.830 -2.740 0.356
H -1.457 -1.486 0.698 -1.380
H -2.830 -2.889 -0.534 -0.172
H -4.313 8.211 -2.599 0.497
C 1.166 -0.265 -6.320 -0.679
H -2.828 0.873 1.138 -0.510
C -3.817 1.051 1.569 -1.336
H 1.901 1.162 3.569 -0.169
H -9.542 -0.218 1.910 0.382
H 3.927 2.802 2.572 0.038
H -0.509 -2.520 2.591 -0.133
C -2.732 6.704 -2.398 1.679
H 6.578 2.951 2.714 0.288
H 3.419 -2.384 6.570 0.191
H -4.145 5.420 -0.266 0.283
H -2.763 7.497 -0.381 0.428
H 4.267 1.714 -9.507 0.434
C -7.432 -0.620 0.054 -1.448
H 1.056 -1.894 2.365 0.366
C 4.309 1.849 -8.427 -1.899
H 1.159 -3.686 -3.527 0.458
H -8.147 -1.404 -0.217 0.447
H -0.151 -5.687 -4.047 0.346
H -6.094 -1.013 -1.713 0.649
C 1.726 -0.501 -0.262 -1.029
H -4.652 2.959 -2.542 0.223
N 3.327 0.872 -6.376 0.285
C -2.818 4.132 -2.386 2.112
H 4.648 -0.184 3.974 -0.287
C 1.928 0.932 7.507 -1.778
H 4.720 0.010 -0.800 0.004
H -8.370 -2.291 2.289 0.417
H -3.825 -6.089 -1.974 0.445
C 1.114 0.595 6.263 1.456
H 4.275 -0.714 -9.213 0.434
H 1.140 -3.499 5.280 -0.334
C -0.944 -3.281 5.245 -0.802
O -1.386 -3.260 -3.004 -0.553
H 5.647 -2.309 3.564 0.339
C -0.350 -0.324 2.896 0.198
C -4.965 -0.176 -0.169 -0.446
C 0.207 -4.825 -2.029 1.980
C 0.209 -0.314 -0.020 3.103
H -0.459 2.066 3.911 0.068
C 2.125 0.817 -4.282 -2.076
C 1.301 -3.848 -2.450 -2.082
H 2.952 1.117 -3.652 -0.425
H -3.676 1.185 2.642 0.785
O 1.517 -0.648 5.688 0.450
H 2.209 0.555 -9.485 0.477
H -7.753 0.311 -0.418 0.341
H -0.025 3.071 2.599 0.417
H -0.693 -0.255 7.152 0.381
H 7.425 1.849 4.808 0.360
H 6.479 -0.255 -1.092 0.444
H 5.380 -1.062 6.253 0.234
H -2.625 -5.827 -3.178 0.261
H -2.633 -5.687 0.546 0.606
H 6.726 -2.732 4.915 0.445
C 4.115 -2.713 5.800 -1.410
C 0.004 -1.649 2.173 -0.745
C -4.198 7.129 -2.648 -1.550
H 5.420 0.168 -2.437 0.240
C 6.465 2.360 4.767 -1.382
H 0.397 0.454 -6.044 0.460
C -6.133 -1.064 -0.624 -0.552
H 2.982 0.984 7.224 0.247
C -2.583 4.119 -0.882 -0.200
C -0.540 -0.180 -1.351 -1.064
H -1.029 -2.197 5.322 0.015
H -5.998 -2.107 -0.320 -0.040
C 4.503 2.559 -1.514 -1.120
H 2.370 0.132 2.225 0.002
H 1.645 -1.364 -8.202 0.328
H 1.294 0.317 -3.782 0.718
O -6.061 0.787 3.175 -0.502
C -4.825 -0.098 1.337 1.351
H 2.251 -1.322 0.234 0.330
H 1.927 -0.815 -1.297 -0.138
N -0.074 0.864 0.773 0.984
C 0.345 -3.654 6.016 1.421
C -0.466 2.095 2.818 -2.022
H 0.266 -0.262 -8.276 0.451
H -5.177 0.838 -0.512 0.428
```

Properties
Total energy   -3393.0133 a.u.
HOMO energy   -8.069 eV
Maximum force   0.047 hartree/bohr
Energy above the lowest of the compared OMol25 structures with the same formula, charge and spin   553.63 kJ/mol
SMILES string   CC1(C)CCCC(C)(C)N1O.CC1(C)CCCC(C)(C)N1O.CC1(C)CCCC(C)(C)N1O.CC1(C)CCCC(C)(C)N1O.CC1(C)CCCC(C)(C)N1O.CC(C)O.CC(C)O.CC(C)O.CC(C)O.CC(C)O
LUMO energy   0.4 eV

=====

2.
This record from OMol25 describes C29H27N5OSSn as an isolated structure. The level of theory is ωB97M-V/def2-TZVPD.

The geometry in XYZ format:
```
64
Properties=species:S:1:pos:R:3:mulliken_charge:R:1
C 2.965 -0.026 -3.837 -0.992
H -5.245 0.309 2.292 0.375
H 3.604 3.110 3.990 0.463
H 1.502 4.161 0.057 0.546
C 2.324 2.413 0.934 1.546
H 4.895 0.925 -0.690 0.544
H -0.427 3.091 1.420 0.241
C 3.965 1.292 2.914 -0.595
C -0.647 -4.156 -2.386 -0.731
C -1.940 -4.024 -2.870 -0.476
C 2.587 3.094 2.115 -0.653
C -0.094 2.861 -1.868 -1.357
H -0.456 2.526 4.987 0.475
H 6.096 0.774 -2.863 0.459
H 2.355 -0.299 -4.684 0.496
H 0.503 0.920 3.341 0.432
C 2.860 1.130 0.792 -0.485
O 2.448 0.315 -0.275 -0.123
H -4.206 2.101 2.974 0.441
C -2.571 0.891 2.275 0.790
H -2.278 -4.624 -3.702 0.474
C 5.039 0.576 -2.809 -0.889
H -5.014 -2.626 -0.788 0.404
H -1.694 2.669 0.247 0.358
H -0.186 3.942 -2.017 0.377
C 3.683 0.573 1.763 -0.151
C -5.317 -1.131 0.714 -0.766
C -0.543 1.204 3.306 -0.299
C 3.402 2.546 3.093 -0.791
C -1.074 2.104 4.213 -0.609
C -2.412 2.447 4.087 -0.609
H -2.849 3.175 4.751 0.482
H -6.365 -1.352 0.851 0.467
H 0.772 -3.342 -0.978 0.438
H 4.623 0.879 3.664 0.473
H 2.207 3.021 -1.092 0.536
N 0.258 2.539 -0.485 0.768
C 4.396 0.657 -1.608 -0.184
H 4.098 -0.412 1.609 0.560
H -3.804 -3.003 -2.624 0.442
C 2.318 0.046 -2.587 0.587
Sn -0.193 -0.248 0.113 1.053
C -2.329 -2.362 -1.190 0.777
H 0.037 -4.877 -2.803 0.431
C 4.306 0.215 -3.953 -0.225
C -2.797 -3.122 -2.259 -0.725
C -4.566 -1.831 -0.215 -0.951
N 3.077 0.399 -1.518 0.308
N -2.630 -0.590 0.394 0.231
C 1.590 3.095 -0.190 -1.925
H -0.865 4.231 0.125 0.456
N -1.264 0.622 2.361 -0.038
C -0.239 -3.308 -1.371 -0.166
N -1.050 -2.427 -0.796 -0.210
H -1.050 2.398 -2.112 0.303
C -3.171 1.836 3.103 -0.727
H 0.655 2.481 -2.560 0.454
C -3.331 0.048 1.337 0.330
H 4.796 0.122 -4.910 0.438
C -4.693 -0.188 1.512 -0.929
H 2.158 4.076 2.258 0.472
S 0.670 -0.338 -2.477 -0.336
C -0.734 3.173 0.380 -1.161
C -3.212 -1.531 -0.354 0.678
```

Properties
Total energy   -2082.2878 a.u.
HOMO energy   -13.543 eV
Maximum force   0.017 hartree/bohr
Energy above the lowest of the compared OMol25 structures with the same formula, charge and spin   129.87 kJ/mol
Total charge   +2
LUMO energy   -6.0 eV

=====

3.
This record from OMol25 describes one molecule with the formula C4H8N2O. The level of theory is ωB97M-V/def2-TZVPD.

The geometry in XYZ format:
```
15
Properties=species:S:1:pos:R:3:mulliken_charge:R:1
H 1.177 0.121 1.956 0.308
H 2.694 0.081 1.039 0.342
O -2.498 1.277 -0.582 -0.377
H 1.698 1.557 1.039 0.317
H 0.856 -2.062 -0.796 0.270
H -1.598 -1.425 0.561 0.237
N -1.121 1.443 -0.440 -0.563
C 1.667 0.462 1.040 -1.309
C -0.552 0.324 -0.300 0.390
H -1.409 -1.476 -1.208 0.277
C 0.907 -0.052 -0.171 0.293
H 1.463 0.170 -1.093 0.318
N 0.477 -1.476 -0.061 -0.539
H -2.808 2.183 -0.711 0.367
C -0.953 -1.128 -0.273 -0.332
```

Properties
Total energy   -341.8732 a.u.
HOMO energy   -9.191 eV
Maximum force   0.013 hartree/bohr
Energy above the lowest of the compared OMol25 structures with the same formula, charge and spin   342.35 kJ/mol
SMILES string   C[C@H]1NC/C1=N\O
LUMO energy   1.0 eV